(1)
Density functional theory data (ωB97M-V/def2-TZVPD) for a molecular structure, C2H4O2P at a distorted geometry.

```
! wB97M-V def2-TZVPD RIJCOSX def2/J DEFGRID3
* xyz 1 1
C -0.6347 0.1361 0.5224
C 0.7791 0.1921 0.0863
O -1.4554 0.0385 -0.6537
O 0.9930 -0.7216 -0.9912
P -0.1187 -1.2181 -1.9021
H -1.0493 -0.7243 1.1477
H -0.9233 0.9836 1.0122
H 1.0039 1.1997 -0.2818
H 1.4053 0.1139 1.0603
*
```

Values from the calculation:
- E_HOMO (alpha / beta) (eV) = -15.45 / -15.45
- E_tot (eV) = -15511.6774
- M (g mol⁻¹) = 91.03
- LUMO energy (alpha / beta) (eV) = -8.01 / -8.01
- F_max (eV Å⁻¹) = 5.21

---

(2)
Density functional theory data (ωB97M-V/def2-TZVPD) for a molecular structure, C2H4O2Rb at a distorted geometry.

```
! wB97M-V def2-TZVPD RIJCOSX def2/J DEFGRID3
* xyz -1 1
Rb -3.3464 0.9785 5.9328
O 2.1429 0.7697 -1.0511
C 1.1002 -0.1828 -1.1919
C -0.2439 -0.0615 -0.3329
O -0.2496 -0.1022 1.0769
H 1.5886 -1.1264 -0.9486
H 0.7304 -0.3584 -2.2021
H -0.9472 -0.7849 -0.7455
H -0.7750 0.8681 -0.5376
*
```

Values from the calculation:
- E_HOMO (eV) = -1.31
- E_tot (eV) = -6882.9287
- M (g mol⁻¹) = 145.52
- LUMO energy (eV) = 0.50
- F_max (eV Å⁻¹) = 3.89

---

(3)
Density functional theory data (ωB97M-V/def2-TZVPD) for C2H4O2S in the gas phase at a distorted geometry.

```
! wB97M-V def2-TZVPD RIJCOSX def2/J DEFGRID3
* xyz 0 1
O -1.9217 -0.8581 -0.7196
C -1.1155 -0.0439 -0.3880
O -1.2767 1.2857 -0.3565
C 0.1545 -0.5080 0.2802
S 1.5777 0.0416 -0.6732
H -0.4739 1.7327 0.0951
H 0.1949 -0.0667 1.2684
H 0.1477 -1.6113 0.3006
H 2.7129 0.0280 0.1930
*
```

Values from the calculation:
- E_HOMO (eV) = -9.81
- E_tot (eV) = -17068.7362
- M (g mol⁻¹) = 92.12
- LUMO energy (eV) = 0.26
- F_max (eV Å⁻¹) = 2.44
- SMILES string = O=C(O)CS

---

(4)
Density functional theory data (ωB97M-V/def2-TZVPD) for 2 unconnected molecules or ions with the total composition C2H4O2S at a distorted geometry.

```
! wB97M-V def2-TZVPD RIJCOSX def2/J DEFGRID3
* xyz 0 1
C -0.1521 0.4800 -0.2629
C 0.4916 0.6975 1.0112
O -1.4420 -0.2059 -2.2715
O 0.4130 -1.8494 -0.5406
S -1.1090 0.9489 -1.4275
H -0.0807 0.9588 1.9121
H 1.2351 1.6341 1.0780
H 1.0065 -0.2223 1.3209
H -0.3625 -2.4416 -0.8196
*
```

Values from the calculation:
- E_HOMO (alpha / beta) (eV) = -9.99 / -9.98
- E_tot (eV) = -17062.7047
- M (g mol⁻¹) = 92.12
- LUMO energy (alpha / beta) (eV) = -2.22 / -2.22
- F_max (eV Å⁻¹) = 3.36

---

(5)
Density functional theory data (ωB97M-V/def2-TZVPD) for C2H4O3 in the gas phase at a distorted geometry.

```
! wB97M-V def2-TZVPD RIJCOSX def2/J DEFGRID3
* xyz 0 3
C 0.2745 -0.0733 0.4081
C 0.4781 -0.9828 -0.7824
O 0.9896 0.1236 1.3252
O -1.3075 1.5941 1.2569
O -0.9446 0.6745 0.1912
H 1.4942 -1.0950 -1.2701
H 0.0615 -1.9775 -0.5756
H -0.2506 -0.6752 -1.5770
H -0.7951 2.4116 1.0238
*
```

Values from the calculation:
- E_HOMO (alpha / beta) (eV) = -6.33 / -10.78
- ⟨S²⟩ = 2.0095
- E_tot (eV) = -8273.3773
- M (g mol⁻¹) = 76.05
- LUMO energy (alpha / beta) (eV) = 0.77 / -2.91
- F_max (eV Å⁻¹) = 13.06

---

(6)
Density functional theory data (ωB97M-V/def2-TZVPD) for 2 unconnected molecules or ions with the total composition C2H4O3P at a distorted geometry.

```
! wB97M-V def2-TZVPD RIJCOSX def2/J DEFGRID3
* xyz -1 1
C -1.9097 -0.3116 -1.6685
C 1.0802 -0.5849 1.5570
O -2.8322 0.4038 -1.5936
O -1.0447 -1.1006 -1.7591
O -0.7438 0.9917 0.3911
P 0.6506 0.6092 0.4174
H 0.1945 -1.4276 1.4943
H 2.0927 -1.0109 1.3884
H 1.5635 1.8529 0.6343
H 0.9490 0.5781 -0.8611
*
```

Values from the calculation:
- E_HOMO (eV) = -2.71
- E_tot (eV) = -17570.2204
- M (g mol⁻¹) = 107.02
- LUMO energy (eV) = 3.52
- F_max (eV Å⁻¹) = 4.51

---

(7)
Density functional theory data (ωB97M-V/def2-TZVPD) for 2 unconnected molecules or ions with the total composition C2H4O3P at a distorted geometry.

```
! wB97M-V def2-TZVPD RIJCOSX def2/J DEFGRID3
* xyz -1 1
C -0.4608 0.9267 -0.2157
C 0.5148 -0.1826 -0.2880
O -3.3852 0.9448 -0.0285
O -0.1929 2.0675 -0.4306
O -2.1006 -1.2571 -0.4026
P -2.1318 0.2278 -0.0781
H 0.3081 -0.7453 -1.1794
H 0.2463 -0.8503 0.5276
H 1.5111 0.2951 -0.2582
H -1.1229 0.4096 1.7163
*
```

Values from the calculation:
- E_HOMO (eV) = -3.91
- E_tot (eV) = -17570.9511
- M (g mol⁻¹) = 107.02
- LUMO energy (eV) = 4.16
- F_max (eV Å⁻¹) = 4.54

---

(8)
Density functional theory data (ωB97M-V/def2-TZVPD) for 2 unconnected molecules or ions with the total composition C2H4O3S at a distorted geometry.

```
! wB97M-V def2-TZVPD RIJCOSX def2/J DEFGRID3
* xyz 0 1
O 1.8614 -2.1235 0.2775
C 0.7745 -2.0993 -0.1111
O -0.4310 -1.8785 0.2850
C -0.1804 -1.9138 -1.1918
O -0.7696 -2.9779 -1.8008
H -0.4205 -0.9326 -1.6892
H -0.5735 -3.7750 -1.3789
S 1.1194 1.5620 1.3484
H 0.8473 0.2348 0.9608
H 2.2449 1.6437 1.9328
*
```

Values from the calculation:
- E_HOMO (eV) = -9.70
- E_tot (eV) = -19114.2009
- M (g mol⁻¹) = 108.12
- LUMO energy (eV) = 0.46
- F_max (eV Å⁻¹) = 3.70
- SMILES string = O=C1O[C@@H]1O.S

---

(9)
Density functional theory data (ωB97M-V/def2-TZVPD) for C2H4O3S in the gas phase at a distorted geometry.

```
! wB97M-V def2-TZVPD RIJCOSX def2/J DEFGRID3
* xyz 0 1
C -1.5212 0.0376 0.0690
O -0.6774 -0.1380 -1.0150
C 0.7253 0.5245 -0.8060
S 1.7105 -0.4304 0.1634
O 2.9616 0.2651 0.2917
O 1.6722 -1.8345 0.3973
H -1.1876 0.7340 0.7438
H -1.7683 -0.8828 0.6580
H -2.5054 0.2398 -0.2936
H 0.5903 1.4847 -0.2088
*
```

Values from the calculation:
- E_HOMO (alpha / beta) (eV) = -10.34 / -10.34
- E_tot (eV) = -19111.9466
- M (g mol⁻¹) = 108.12
- LUMO energy (alpha / beta) (eV) = -1.24 / -1.24
- F_max (eV Å⁻¹) = 5.32
- SMILES string = COC=S(=O)=O

---

(10)
Density functional theory data (ωB97M-V/def2-TZVPD) for 2 unconnected molecules or ions with the total composition C2H4O4 at a distorted geometry.

```
! wB97M-V def2-TZVPD RIJCOSX def2/J DEFGRID3
* xyz 0 1
O 1.2044 1.0892 -0.1955
C 2.0313 0.3860 0.2908
O 2.4028 -0.8159 -0.2199
H 2.5925 0.6545 1.2258
H 3.0968 -1.2060 0.3252
O -0.8569 -0.6756 0.0035
C -1.7386 0.1306 -0.1168
O -3.0313 -0.1416 0.1446
H -1.6169 1.1592 -0.4797
H -3.5811 0.6440 0.0229
*
```

Values from the calculation:
- E_HOMO (eV) = -10.34
- E_tot (eV) = -10328.5115
- M (g mol⁻¹) = 92.05
- LUMO energy (eV) = 0.70
- F_max (eV Å⁻¹) = 1.35
- SMILES string = O=CO.O=CO

---

(11)
Density functional theory data (ωB97M-V/def2-TZVPD) for 2 unconnected molecules or ions with the total composition C2H4O4 at a distorted geometry.

```
! wB97M-V def2-TZVPD RIJCOSX def2/J DEFGRID3
* xyz 0 1
O 1.8008 -2.0805 -0.5944
C 2.6291 -2.7440 0.0069
O 3.6955 -3.3504 -0.6339
H 2.6510 -2.6607 1.1115
H 3.5203 -3.3604 -1.6144
O -2.8294 1.3864 1.0416
C -2.9070 2.3920 0.3544
O -2.7225 3.6527 0.9061
H -2.9401 2.4608 -0.7510
H -2.8977 4.3039 0.1732
*
```

Values from the calculation:
- E_HOMO (eV) = -10.88
- E_tot (eV) = -10328.3033
- M (g mol⁻¹) = 92.05
- LUMO energy (eV) = 0.59
- F_max (eV Å⁻¹) = 3.05
- SMILES string = O=CO.O=CO

---

(12)
Density functional theory data (ωB97M-V/def2-TZVPD) for C2H4O4 in the gas phase at a distorted geometry.

```
! wB97M-V def2-TZVPD RIJCOSX def2/J DEFGRID3
* xyz 0 3
C -0.4233 -0.4175 -0.4277
C 0.2646 0.3091 0.5514
O 0.2379 -1.2474 -1.1958
O -1.5715 0.1401 -0.8860
O -0.1821 1.4002 1.2022
O 1.5334 -0.3117 0.9468
H -0.3910 -1.4868 -1.9049
H -1.5938 0.8995 -0.3886
H 0.4602 1.6131 1.9223
H 1.6656 -0.8987 0.1802
*
```

Values from the calculation:
- E_HOMO (alpha / beta) (eV) = -4.23 / -12.01
- ⟨S²⟩ = 2.0048
- E_tot (eV) = -10323.6082
- M (g mol⁻¹) = 92.05
- LUMO energy (alpha / beta) (eV) = 0.65 / -0.34
- F_max (eV Å⁻¹) = 6.50

---

Look up the E_tot of the third one. -17068.7362 eV

---

What is the F_max in the sixth record? 4.51 eV Å⁻¹